194
Properties=species:S:1:pos:R:3 method="wB97M-V/def2-TZVPD" fmax_ev_per_a=3.95 energy_ev=-128775.3466 charge=0 lumo_ev=0.4 gap_ev=9.8316 homo_ev=-9.4
C 0.206 -3.573 5.157
O 0.764 -2.582 4.238
C 0.245 -1.288 4.356
C -0.825 -0.883 3.328
O -1.992 -1.645 3.638
C -2.967 -1.498 2.688
C -4.281 -2.185 3.075
O -4.716 -1.645 4.296
C -6.094 -1.730 4.661
H -0.869 -3.734 5.070
H 0.223 -3.097 6.139
H 0.715 -4.530 5.263
H 1.094 -0.664 4.071
H -0.033 -0.968 5.360
H -0.270 -1.175 2.435
H -1.004 0.191 3.280
H -2.631 -1.833 1.704
H -3.165 -0.443 2.491
H -3.954 -3.226 3.122
H -5.012 -2.044 2.278
H -6.354 -2.758 4.918
H -6.635 -1.500 3.742
H -6.352 -1.061 5.480
C -1.660 2.698 -7.390
O -0.352 2.728 -6.779
C 0.732 2.791 -7.625
C 2.077 2.585 -6.881
O 2.132 1.292 -6.230
C 3.407 0.987 -5.560
C 3.356 -0.355 -4.859
O 2.385 -0.313 -3.849
C 2.231 -1.492 -3.109
H -1.811 1.860 -8.072
H -1.642 3.559 -8.060
H -2.474 2.779 -6.671
H 0.789 3.763 -8.118
H 0.619 2.056 -8.424
H 2.124 3.387 -6.144
H 2.924 2.659 -7.563
H 3.676 1.708 -4.787
H 4.187 0.889 -6.316
H 4.344 -0.567 -4.448
H 3.125 -1.074 -5.647
H 3.078 -1.599 -2.428
H 2.226 -2.466 -3.601
H 1.307 -1.460 -2.533
C -2.107 -4.623 -3.138
O -1.331 -3.865 -2.192
C -2.081 -3.200 -1.171
C -2.742 -4.227 -0.143
O -1.784 -5.131 0.502
C -1.001 -4.515 1.517
C -0.130 -5.616 2.124
O -0.800 -6.553 2.880
C -1.366 -7.688 2.213
H -1.565 -5.087 -3.961
H -2.875 -3.972 -3.556
H -2.599 -5.451 -2.626
H -2.833 -2.556 -1.631
H -1.409 -2.531 -0.634
H -3.410 -4.890 -0.691
H -3.362 -3.655 0.549
H -1.620 -4.104 2.316
H -0.323 -3.777 1.086
H 0.623 -5.157 2.767
H 0.421 -6.016 1.271
H -1.778 -7.476 1.227
H -2.176 -8.118 2.802
H -0.645 -8.490 2.050
C 3.972 -4.498 4.738
O 4.890 -3.674 3.986
C 4.260 -2.896 2.983
C 5.280 -2.259 2.057
O 5.764 -1.033 2.577
C 6.716 -0.498 1.683
C 6.191 -0.211 0.254
O 4.821 0.178 0.375
C 4.201 0.580 -0.818
H 3.134 -3.859 5.021
H 4.477 -4.862 5.632
H 3.589 -5.302 4.108
H 3.599 -2.139 3.410
H 3.548 -3.412 2.336
H 4.812 -2.049 1.095
H 6.091 -2.969 1.883
H 7.518 -1.236 1.638
H 7.005 0.392 2.240
H 6.376 -1.104 -0.345
H 6.794 0.571 -0.209
H 4.550 1.550 -1.175
H 3.120 0.594 -0.679
H 4.416 -0.163 -1.587
C 2.468 3.616 -3.403
O 1.394 4.045 -2.617
C 1.291 5.385 -2.251
O 2.030 6.253 -2.621
O 0.249 5.559 -1.422
C -0.023 6.844 -0.861
H 3.395 3.885 -2.895
H 2.517 4.175 -4.337
H 2.295 2.561 -3.607
H 0.745 6.992 -0.101
H -0.973 6.794 -0.332
H -0.026 7.693 -1.543
C 1.475 4.741 5.095
O 1.788 4.076 3.863
C 2.477 4.670 2.922
O 3.094 5.711 2.984
O 2.561 3.776 1.930
C 3.273 4.049 0.726
H 2.330 5.381 5.318
H 1.298 3.985 5.858
H 0.648 5.423 4.899
H 4.329 4.159 0.971
H 2.893 4.971 0.286
H 2.920 3.281 0.038
C -4.531 1.883 1.550
O -5.911 1.747 1.300
C -6.371 0.607 0.965
O -5.778 -0.418 0.672
O -7.725 0.734 0.794
C -8.451 -0.385 0.294
H -4.088 0.888 1.545
H -4.321 2.476 2.439
H -4.027 2.388 0.726
H -9.487 -0.122 0.080
H -8.385 -1.258 0.943
H -8.096 -0.680 -0.694
C -1.676 7.471 2.213
O -1.477 6.256 2.953
C -1.455 5.081 2.326
O -1.757 4.816 1.124
O -1.137 4.183 3.235
C -1.067 2.782 2.886
H -2.127 8.184 2.902
H -2.303 7.444 1.322
H -0.692 7.877 1.975
H -1.280 2.346 3.862
H -0.031 2.593 2.606
H -1.759 2.346 2.167
C 5.328 -6.045 0.960
O 4.125 -6.267 0.336
C 3.514 -5.276 -0.389
O 4.025 -4.161 -0.518
O 2.330 -5.719 -0.725
C 1.399 -4.886 -1.416
H 6.111 -5.935 0.208
H 5.550 -6.835 1.677
H 5.363 -5.115 1.529
H 1.878 -4.332 -2.223
H 1.075 -4.137 -0.695
H 0.607 -5.527 -1.800
C -2.957 4.409 -1.802
O -4.116 3.613 -1.500
C -4.755 2.950 -2.399
O -4.406 2.756 -3.576
O -5.793 2.370 -1.774
C -6.630 1.497 -2.576
H -2.034 3.844 -1.677
H -2.851 5.270 -1.143
H -3.101 4.757 -2.825
H -7.193 0.849 -1.905
H -6.026 0.847 -3.208
H -7.347 2.109 -3.124
C -0.486 2.197 -0.798
O 0.018 0.896 -0.863
C 0.525 0.297 0.194
O 0.973 0.875 1.186
O 0.761 -0.981 -0.143
C 1.780 -1.701 0.539
H -0.788 2.541 -1.787
H 0.282 2.952 -0.624
H -1.301 2.360 -0.093
H 2.724 -1.156 0.546
H 2.036 -2.596 -0.028
H 1.538 -2.083 1.531
C -3.449 0.259 -1.546
O -2.462 0.206 -2.556
C -2.711 -0.412 -3.663
O -3.688 -1.151 -3.838
O -1.724 -0.293 -4.585
C -0.655 0.616 -4.442
H -3.718 -0.718 -1.144
H -4.441 0.557 -1.889
H -3.168 1.010 -0.810
H 0.073 0.417 -5.228
H 0.012 0.596 -3.579
H -0.876 1.667 -4.632
C 3.457 0.996 3.129
C 4.669 1.773 3.393
N 5.565 2.491 3.593
H 3.597 -0.051 2.867
H 2.950 1.499 2.306
H 2.792 1.090 3.987

---

166
Properties=species:S:1:pos:R:3 method="wB97M-V/def2-TZVPD" fmax_ev_per_a=3.75 energy_ev=-69433.9536 charge=+2 lumo_ev="-3.3 / -3.3" multiplicity=2 gap_ev="1.8504 / 7.0645" homo_ev="-5.2 / -10.4"
C -2.588 12.596 11.028
O -1.739 12.059 11.986
H -2.992 13.561 11.334
H -2.064 12.851 10.106
H -3.470 11.969 10.894
C -4.029 16.025 13.604
C -2.936 16.960 13.180
C -1.689 16.394 12.602
C -1.015 15.356 13.556
P 0.681 14.953 13.109
C 1.838 16.356 13.502
C 1.273 17.431 14.518
C 2.310 18.333 15.240
C 2.970 17.488 16.443
C 1.301 13.530 13.944
C 1.397 13.570 15.480
C 2.329 12.596 16.210
C 3.822 12.887 15.984
C 0.872 14.584 11.305
C 0.461 15.465 10.160
C 1.088 15.164 8.873
C 0.599 13.820 8.228
H -4.704 16.454 14.344
H -3.628 15.095 14.007
H -4.736 15.807 12.803
H -2.495 17.450 14.048
H -3.241 17.877 12.676
H -0.893 17.089 12.333
H -1.951 16.049 11.602
H -1.566 14.423 13.434
H -1.046 15.804 14.550
H 2.041 16.960 12.617
H 2.741 15.830 13.810
H 0.713 16.894 15.284
H 0.488 18.005 14.025
H 1.813 19.249 15.560
H 3.135 18.703 14.631
H 3.608 17.920 17.214
H 3.515 16.555 16.297
H 2.120 17.140 17.030
H 2.269 13.367 13.470
H 0.560 12.753 13.759
H 0.431 13.413 15.960
H 1.870 14.483 15.841
H 2.111 11.567 15.922
H 2.048 12.689 17.259
H 4.103 12.808 14.934
H 4.485 12.080 16.296
H 4.138 13.832 16.425
H 0.307 13.671 11.117
H 1.885 14.191 11.211
H 0.792 16.492 10.319
H -0.619 15.549 10.045
H 2.158 15.281 9.043
H 0.823 15.990 8.213
H 0.895 13.093 8.984
H 1.100 13.322 7.399
H -0.487 13.729 8.196
C -0.253 9.429 16.102
C 0.392 8.410 15.031
C -0.554 7.755 14.024
C -0.929 8.701 12.834
N -1.479 7.966 11.561
C -0.627 6.762 10.918
C -0.553 7.140 9.447
C -1.580 8.266 9.196
C -1.438 9.076 10.435
C -2.863 7.309 11.864
C -4.110 8.268 11.774
C -5.394 7.585 12.054
H 0.220 9.360 17.082
H -1.323 9.227 16.158
H -0.016 10.412 15.695
H 1.022 7.690 15.555
H 1.217 8.914 14.526
H -1.461 7.495 14.569
H -0.101 6.821 13.690
H -0.070 9.235 12.426
H -1.762 9.333 13.139
H -1.081 5.798 11.147
H 0.335 6.820 11.426
H -0.761 6.244 8.863
H 0.483 7.396 9.223
H -2.558 7.813 9.035
H -1.469 8.814 8.260
H -2.313 9.719 10.529
H -0.560 9.722 10.411
H -2.863 6.716 12.779
H -3.018 6.694 10.978
H -4.176 8.528 10.718
H -3.975 9.221 12.285
H -5.440 7.001 12.973
H -5.567 6.840 11.278
H -6.300 8.189 12.011
C -1.660 8.420 19.519
C -2.881 9.000 20.294
C -3.344 10.456 19.814
C -3.856 10.446 18.332
N -3.727 11.780 17.489
C -4.474 11.727 16.126
C -3.322 11.600 15.067
C -2.337 12.509 15.586
C -2.206 12.061 17.076
C -4.356 12.955 18.312
C -4.326 14.452 17.770
C -4.600 15.483 18.923
H -1.843 8.263 18.456
H -1.278 7.458 19.863
H -0.846 9.115 19.726
H -2.597 8.893 21.341
H -3.735 8.329 20.209
H -2.541 11.187 19.920
H -4.115 10.877 20.459
H -4.874 10.056 18.334
H -3.361 9.766 17.639
H -4.848 12.725 15.894
H -5.282 10.997 16.099
H -3.694 11.925 14.095
H -2.921 10.600 14.904
H -2.539 13.580 15.610
H -1.412 12.310 15.044
H -1.753 12.634 17.885
H -1.771 11.063 17.136
H -3.875 12.987 19.290
H -5.344 12.506 18.411
H -5.140 14.603 17.061
H -3.417 14.586 17.183
H -3.715 15.674 19.530
H -5.576 15.450 19.407
H -4.729 16.412 18.368
C -6.805 15.330 11.030
C -6.355 16.413 10.007
C -4.810 16.466 9.647
C -4.655 17.084 8.169
N -3.121 17.128 7.616
C -3.020 17.925 6.295
C -2.713 16.942 5.286
C -2.992 15.592 5.807
C -2.648 15.653 7.254
C -2.161 17.772 8.647
C -2.595 19.152 9.129
C -1.492 19.606 10.147
H -6.809 15.889 11.966
H -6.074 14.531 11.159
H -7.818 14.991 10.816
H -6.661 17.372 10.425
H -6.960 16.278 9.111
H -4.419 15.467 9.835
H -4.316 17.070 10.408
H -4.723 18.171 8.215
H -5.334 16.705 7.406
H -2.280 18.723 6.245
H -3.997 18.351 6.068
H -1.679 17.053 4.960
H -3.218 17.186 4.352
H -2.442 14.836 5.246
H -4.067 15.459 5.686
H -1.595 15.610 7.535
H -3.190 15.108 8.027
H -1.230 17.886 8.092
H -2.088 17.122 9.519
H -3.630 19.194 9.468
H -2.602 19.875 8.314
H -1.592 19.214 11.159
H -1.580 20.691 10.182
H -0.496 19.303 9.823